No. 1
This record from the Open Molecules 2025 dataset describes a structure of composition C26H19BrNNaO2S4. The level of theory is ωB97M-V with the def2-TZVPD basis set.

Structure (ORCA input):
```
! wB97M-V def2-TZVPD RIJCOSX def2/J DEFGRID3
* xyz -2 1
Na 0.55 0.82 -0.39
S 2.86 1.72 0.85
C 2.65 0.54 2.11
C 3.70 -0.37 2.42
C 3.61 -1.31 3.43
C 2.45 -1.40 4.21
C 1.41 -0.53 3.93
C 1.48 0.40 2.89
S 0.07 1.46 2.57
C -1.26 0.22 2.46
C -1.96 0.11 1.12
C -2.88 -0.93 0.93
C -3.57 -0.99 -0.26
C -3.35 -0.02 -1.22
C -2.42 0.97 -0.98
C -2.20 2.07 -1.97
S -0.54 2.01 -2.76
C 0.01 3.70 -2.98
C 0.76 3.80 -4.16
C 1.44 4.95 -4.51
C 1.36 6.05 -3.66
C 0.59 5.98 -2.51
C -0.14 4.82 -2.12
S -1.12 4.92 -0.69
N -1.73 1.02 0.18
H 4.60 -0.30 1.82
H 4.44 -1.98 3.62
H 2.37 -2.13 5.00
H 0.51 -0.57 4.54
H -2.01 0.47 3.21
H -0.84 -0.75 2.72
H -3.03 -1.66 1.71
H -4.27 -1.80 -0.44
H -3.88 -0.05 -2.17
H -2.21 3.03 -1.45
H -2.95 2.04 -2.75
H 0.82 2.93 -4.80
H 2.02 4.99 -5.43
H 1.89 6.96 -3.89
H 0.52 6.83 -1.85
Br -0.33 -4.40 -2.94
C -0.13 -4.47 -1.05
C -0.09 -5.76 -0.51
C 0.05 -5.94 0.85
C 0.17 -4.84 1.69
C 0.16 -3.56 1.14
C -0.01 -3.34 -0.23
C -0.03 -1.85 -0.67
O -0.63 -1.55 -1.72
O 0.57 -1.08 0.12
H -0.17 -6.61 -1.17
H 0.07 -6.94 1.26
H 0.30 -4.97 2.75
H 0.32 -2.68 1.75
*
```

HOMO level in eV: -1.2

No. 2
This record from the Open Molecules 2025 dataset describes a cluster of 2 separate species, C26H19F3OS in total. The level of theory is ωB97M-V with the def2-TZVPD basis set.

Structure (ORCA input):
```
! wB97M-V def2-TZVPD RIJCOSX def2/J DEFGRID3
* xyz 0 1
C -1.39 4.99 -4.54
C -0.79 5.54 -3.40
C 0.35 4.96 -2.84
C 0.88 3.82 -3.45
O 1.98 3.16 -2.88
C 1.73 2.45 -1.70
C 1.56 1.06 -1.80
C 1.19 0.37 -0.67
C 1.09 1.00 0.61
C 0.63 0.18 1.68
C 0.36 0.50 3.04
C 0.17 -0.60 3.95
C 0.00 -0.39 5.31
C 0.00 0.92 5.82
C 0.12 2.02 4.94
C 0.22 1.82 3.57
C 1.46 2.37 0.68
C 1.67 3.12 -0.47
C 0.32 3.28 -4.62
C -0.84 3.86 -5.13
H -2.28 5.46 -4.97
H -1.20 6.44 -2.95
H 0.83 5.37 -1.96
H 1.67 0.58 -2.77
H 0.97 -0.70 -0.74
H 0.47 -0.86 1.40
H 0.19 -1.61 3.54
H -0.12 -1.24 5.98
H -0.11 1.08 6.89
H 0.13 3.03 5.35
H 0.16 2.67 2.89
H 1.60 2.86 1.65
H 1.82 4.20 -0.45
H 0.80 2.41 -5.07
H -1.29 3.42 -6.02
F 0.13 -5.07 -2.83
C -0.25 -6.04 -1.95
F -1.23 -6.78 -2.58
F 0.82 -6.87 -1.79
C -0.74 -5.47 -0.65
C -0.61 -6.22 0.52
C -1.08 -5.68 1.73
C -1.65 -4.42 1.77
C -1.70 -3.62 0.59
S -2.11 -2.01 0.68
C -1.32 -4.21 -0.65
H -0.15 -7.20 0.49
H -0.99 -6.27 2.64
H -2.03 -4.00 2.70
H -1.44 -3.65 -1.57
*
```

HOMO level in eV: -6.1

No. 3
This record from the Open Molecules 2025 dataset describes a structure of composition C26H19IN5O4Pt. The level of theory is ωB97M-V with the def2-TZVPD basis set.

Structure (ORCA input):
```
! wB97M-V def2-TZVPD RIJCOSX def2/J DEFGRID3
* xyz 1 3
Pt 2.05 -0.23 -1.59
C -3.24 -1.03 -2.80
C -2.46 0.04 -0.53
N -3.21 0.04 0.71
C -2.61 0.14 1.81
C -1.15 0.31 2.00
C -0.72 0.57 3.43
O -0.01 1.80 3.51
C -0.33 0.22 0.95
C 1.10 0.42 1.23
N 2.13 -0.02 0.59
C 3.39 0.07 1.27
C 3.45 0.02 2.67
C 4.66 0.12 3.34
C 5.84 0.24 2.63
C 5.81 0.23 1.25
C 4.60 0.13 0.59
I 4.66 -0.02 -1.49
C -0.89 0.00 -0.45
O 0.38 0.64 -2.40
H -4.10 -0.38 -2.91
H -3.46 -1.99 -3.27
H -2.38 -0.59 -3.31
H -3.22 0.13 2.71
H -0.10 -0.26 3.79
H -1.61 0.60 4.06
H -0.16 2.20 4.38
H 1.27 0.94 2.17
H 2.54 -0.12 3.24
H 4.67 0.09 4.42
H 6.79 0.31 3.15
H 6.74 0.29 0.69
O -3.93 -2.84 0.05
N -4.11 -1.88 -0.68
O -5.18 -1.39 -0.95
C -2.89 -1.26 -1.33
C -2.76 1.29 -1.32
C -1.66 1.85 -1.82
C -1.53 3.13 -2.49
C -0.45 3.86 -2.16
C 0.43 3.34 -1.10
N 0.44 2.15 -0.65
C -0.39 1.17 -1.38
C -0.57 -1.38 -0.99
N 0.66 -1.83 -1.22
C 0.83 -3.10 -1.60
C -0.24 -3.96 -1.79
C -1.53 -3.46 -1.66
C -1.68 -2.14 -1.26
H -3.77 1.64 -1.43
H -2.29 3.49 -3.17
H -0.27 4.84 -2.57
H 1.11 4.05 -0.63
H 1.85 -3.42 -1.77
H -0.06 -4.98 -2.08
H -2.39 -4.08 -1.86
*
```

HOMO level (spin up / spin down) in eV: -11.3 / -11.6

No. 4
This record from the Open Molecules 2025 dataset describes an isolated molecule of C26H19N3O2. The level of theory is ωB97M-V with the def2-TZVPD basis set.

Structure (ORCA input):
```
! wB97M-V def2-TZVPD RIJCOSX def2/J DEFGRID3
* xyz 0 1
C 1.90 -2.06 -2.93
C 0.58 -1.31 -3.08
C -0.14 -1.35 -4.34
C -1.38 -0.66 -4.57
C -1.87 0.15 -3.47
C -1.02 0.33 -2.37
C 0.07 -0.48 -2.10
C 0.74 -0.20 -0.76
C 1.31 1.21 -0.64
C 1.25 1.96 0.55
N 0.62 1.44 1.66
C -0.31 0.49 1.48
N -1.28 0.08 2.33
N -1.95 -1.03 1.87
C -2.45 -2.15 2.56
C -3.66 -2.84 2.29
C -4.10 -3.90 3.14
C -3.38 -4.30 4.26
C -2.15 -3.74 4.36
C -1.75 -2.65 3.70
C -1.37 -1.23 0.62
O -1.60 -2.27 0.02
C -0.27 -0.31 0.37
C 2.08 3.19 0.40
C 2.47 4.25 1.30
C 3.31 5.29 0.75
C 3.91 5.19 -0.47
C 3.56 4.14 -1.32
C 2.68 3.10 -0.89
C 2.25 1.93 -1.55
O 2.48 1.75 -2.74
H 1.60 -3.09 -2.57
H 2.13 -2.13 -4.03
H 2.71 -1.56 -2.30
H 0.34 -1.95 -5.15
H -2.12 -0.86 -5.44
H -2.76 0.72 -3.60
H -1.42 1.02 -1.63
H 1.47 -1.01 -0.49
H 0.89 1.61 2.66
H -1.81 0.73 2.96
H -4.26 -2.55 1.39
H -5.14 -4.23 2.95
H -3.69 -5.11 4.89
H -1.55 -3.91 5.24
H -0.88 -2.17 4.09
H 2.06 4.27 2.29
H 3.42 6.16 1.38
H 4.60 5.92 -0.70
H 3.88 4.14 -2.33
*
```

HOMO level in eV: -8.1
SMILES: Cc1ccccc1[C@H]1C2=C(Nc3[nH]n(-c4ccccc4)c(=O)c31)c1ccccc1C2=O
ΔE to the lowest compared entry with this formula, charge and spin in kJ/mol: 374.8

No. 5
This record from the Open Molecules 2025 dataset describes a structure of composition C26H20BrF4LiNO2PS2. The level of theory is ωB97M-V with the def2-TZVPD basis set.

Structure (ORCA input):
```
! wB97M-V def2-TZVPD RIJCOSX def2/J DEFGRID3
* xyz -2 1
Li 0.04 -0.79 -2.30
F -6.38 -1.48 2.45
C -5.27 -0.85 1.97
C -4.47 -0.08 2.84
F -4.87 0.10 4.13
C -3.30 0.48 2.37
F -2.57 1.21 3.25
C -2.86 0.32 1.05
P -1.25 0.84 0.34
C -1.06 2.45 1.23
C -1.82 3.52 0.77
C -1.73 4.76 1.36
C -0.88 4.96 2.43
C -0.10 3.91 2.88
C -0.18 2.67 2.29
C -0.09 -0.15 1.37
C -0.48 -0.98 2.41
C 0.46 -1.71 3.12
C 1.80 -1.62 2.80
C 2.20 -0.82 1.74
C 1.26 -0.10 1.03
C -3.73 -0.39 0.18
Br -3.32 -0.46 -1.67
C -4.89 -0.97 0.63
F -5.70 -1.66 -0.20
H -2.49 3.36 -0.07
H -2.33 5.59 0.99
H -0.82 5.93 2.91
H 0.57 4.07 3.72
H 0.42 1.86 2.67
H -1.52 -1.10 2.67
H 0.14 -2.36 3.93
H 2.54 -2.18 3.37
H 3.24 -0.77 1.46
H 1.56 0.51 0.19
C 1.90 -4.20 -4.25
C 1.00 -3.45 -3.29
S -0.25 -2.55 -4.05
C 1.20 -3.53 -1.94
C 2.29 -4.39 -1.35
S 0.28 -2.68 -0.76
H 1.56 -4.01 -5.26
H 1.89 -5.28 -4.06
H 2.93 -3.84 -4.15
H 2.55 -5.24 -1.97
H 1.95 -4.75 -0.38
H 3.19 -3.80 -1.18
O 0.31 2.25 -1.23
C 1.26 1.84 -1.88
C 2.59 2.62 -1.97
C 3.38 1.82 -2.98
C 2.47 0.60 -3.26
O 2.79 -0.31 -3.99
N 1.30 0.72 -2.59
H 3.04 2.64 -0.98
H 2.39 3.65 -2.27
H 4.35 1.47 -2.62
H 3.54 2.36 -3.92
*
```

HOMO level in eV: 0.8

Number 1: energy -5536.63600 hartree, largest force on an atom 1.98 eV/A. Number 2: energy -1775.09621 hartree, largest force on an atom 2.63 eV/A. Number 3: energy -1993.49769 hartree, largest force on an atom 0.25 eV/A. Number 4: energy -1316.80205 hartree, largest force on an atom 5.66 eV/A. Number 5: energy -5326.82774 hartree, largest force on an atom 1.82 eV/A.